Version 1
# C4H13NS

2 unconnected molecules or ions with the total composition C4H13NS (ωB97M-V/def2-TZVPD, the Open Molecules 2025 dataset).

Each line ends with the Mulliken charge.
Element x y z (Å)
C: 0.757 1.986 -0.540  -1.11
C: -0.474 1.639 0.346  0.22
N: -0.116 1.489 1.760  -0.67
H: 1.673 1.473 -0.244  0.30
H: 0.541 1.589 -1.535  0.30
H: 0.944 3.048 -0.461  0.34
H: -1.123 2.506 0.222  0.40
H: -0.957 0.780 -0.117  -0.21
H: 0.320 0.597 1.951  0.26
H: -0.987 1.522 2.275  0.23
C: 1.176 -1.991 0.277  -0.65
S: -0.608 -2.284 0.537  -0.08
C: -1.253 -1.689 -0.981  -0.97
H: 1.848 -2.576 0.896  0.34
H: 1.469 -0.956 0.449  0.07
H: 1.226 -2.346 -0.751  0.27
H: -0.659 -1.018 -1.596  0.27
H: -1.537 -2.543 -1.624  0.35
H: -2.241 -1.228 -0.865  0.35

The SMILES is CCN.CSC. The net charge is 0. For the HOMO-LUMO gap, the calculation gives 9.461 eV.

Version 2
# C4H13NS

2 unconnected molecules or ions with the total composition C4H13NS (ωB97M-V/def2-TZVPD, the Open Molecules 2025 dataset).

Each line ends with the Mulliken charge.
Element x y z (Å)
C: -1.144 -2.163 -0.917  -0.96
C: -0.669 -2.067 0.535  -0.23
S: 0.979 -2.888 0.719  -0.20
H: -1.429 -3.168 -1.213  0.37
H: -2.037 -1.539 -1.058  0.29
H: -0.401 -1.701 -1.565  0.28
H: -0.472 -1.028 0.795  0.03
H: -1.439 -2.434 1.205  0.33
H: 0.388 -4.074 0.512  0.11
C: -0.047 2.174 -0.991  -0.72
N: 1.202 2.193 -0.184  -0.31
C: 1.139 1.813 1.206  -0.70
H: -0.885 2.074 -0.301  0.27
H: 0.021 1.411 -1.757  0.19
H: -0.147 3.166 -1.431  0.31
H: 1.679 3.052 -0.346  0.23
H: 0.111 1.744 1.584  0.26
H: 1.590 0.830 1.377  0.16
H: 1.563 2.605 1.828  0.31

The SMILES is CCS.CNC. The net charge is 0. For the HOMO-LUMO gap, the calculation gives 9.486 eV.

Version 3
# C4H13NS

2 unconnected molecules or ions with the total composition C4H13NS (ωB97M-V/def2-TZVPD, the Open Molecules 2025 dataset).

Each line ends with the Mulliken charge.
Element x y z (Å)
C: 1.188 -4.703 -3.352  -0.79
N: 1.319 -3.255 -3.013  -0.42
C: 0.084 -2.544 -2.494  -0.68
H: 1.563 -5.332 -2.509  0.29
H: 2.007 -4.621 -4.108  0.30
H: 0.376 -4.938 -4.118  0.30
H: 1.396 -2.762 -3.896  0.24
H: 0.546 -1.638 -2.132  0.29
H: -0.874 -2.399 -3.217  0.21
H: -0.555 -3.124 -1.725  0.25
C: -0.165 3.748 2.193  -0.72
S: -0.181 5.075 3.431  -0.07
C: -1.249 4.079 4.531  -0.78
H: 0.118 4.304 1.287  0.29
H: 0.560 2.936 2.528  0.25
H: -1.185 3.350 2.119  0.24
H: -2.174 4.729 4.746  0.27
H: -0.892 3.920 5.610  0.28
H: -1.882 3.175 4.120  0.24

The SMILES is CNC.CSC. The net charge is 0. For the HOMO-LUMO gap, the calculation gives 9.517 eV.

Version 4
# C4H13NS

2 unconnected molecules or ions with the total composition C4H13NS (ωB97M-V/def2-TZVPD, the Open Molecules 2025 dataset).

Each line ends with the Mulliken charge.
Element x y z (Å)
C: 1.697 2.570 0.498  -0.99
C: 2.895 1.634 0.540  -0.26
N: 2.863 0.843 1.777  -0.59
H: 0.762 1.989 0.569  0.25
H: 1.684 3.145 -0.443  0.31
H: 1.736 3.279 1.343  0.29
H: 2.837 0.923 -0.307  0.30
H: 3.824 2.223 0.421  0.25
H: 3.669 0.209 1.816  0.22
H: 2.953 1.468 2.586  0.22
C: -3.614 -1.745 -0.611  -0.90
C: -2.548 -2.130 -1.628  -0.45
S: -1.238 -3.189 -0.943  -0.21
H: -4.077 -2.648 -0.179  0.28
H: -4.401 -1.142 -1.094  0.29
H: -3.169 -1.152 0.206  0.29
H: -2.987 -2.735 -2.444  0.29
H: -2.087 -1.233 -2.085  0.30
H: -0.800 -2.306 -0.020  0.10

The SMILES is CCN.CCS. The net charge is 0. For the HOMO-LUMO gap, the calculation gives 9.805 eV.

Most stable pick: version 4. Distance to second place: 0.0205 hartree.